Below is a structure of composition C31H62FIN3O12S4 in a non-equilibrium geometry, with properties calculated with ωB97M-V/def2-TZVPD.

## Properties
HOMO-LUMO gap (eV): 5.877
ΔE to the lowest compared entry with this formula, charge and spin (kJ/mol): 0.0
Lowest unoccupied orbital energy (eV): -3.75
Highest occupied orbital energy (eV): -9.63
E (hartree): -4275.06118
Net charge: +1

Geometry as XYZ:
```
114
C31H62FIN3O12S4 (ωB97M-V/def2-TZVPD)
S 22.73216 1.30822 41.38220
O 24.17340 1.13070 41.71942
H 23.12938 -0.37469 39.80681
H 22.79172 -3.15604 36.96022
H 14.05309 0.39610 37.07401
H 20.34489 0.72899 40.44444
O 17.32953 -5.72784 32.29832
C 20.25018 -0.92025 36.52587
N 22.37528 -4.56136 33.25935
C 16.05223 -1.07717 33.00981
C 14.86042 0.35073 37.87792
H 19.27637 -5.63330 35.63508
H 21.71741 -3.89811 33.88358
O 17.34720 1.00491 37.89740
C 22.28012 0.49777 39.99529
H 20.15329 6.59168 38.65485
H 25.85378 -4.98818 41.84655
S 19.19411 4.65903 37.80100
H 21.95889 6.69459 37.20604
H 24.43418 -3.36526 42.56798
C 15.54515 -2.12545 30.91127
H 20.35340 -2.16509 33.76295
H 19.85653 -5.83261 33.13711
C 21.72211 4.45492 37.83067
H 15.43849 -4.47629 33.62943
N 19.24488 -5.16282 33.57808
H 22.64593 -6.61150 34.96447
H 14.11827 3.30106 38.91391
H 14.94810 1.00037 39.82728
C 20.56172 3.56591 37.51296
C 22.57104 -2.04575 36.68083
H 19.61747 -4.34860 33.86336
O 18.28599 4.48113 36.77126
H 13.27070 0.90463 39.10691
I 19.61639 -3.91970 39.06105
H 16.08971 -0.02055 31.33470
O 25.15749 -2.86486 38.43212
C 26.63479 -4.14775 40.21538
H 13.55713 2.64688 37.48114
C 24.85169 -3.23555 41.69776
H 18.52037 -6.64229 34.42430
S 25.06180 -3.97940 39.35194
C 15.85278 -0.93252 31.59105
H 25.08733 -2.33537 41.57590
H 20.63715 -0.99373 39.66145
H 22.23773 1.11853 39.12754
H 21.92928 -5.40750 32.94148
H 16.30114 3.25373 38.32606
O 20.48336 -3.02294 33.96104
H 22.36231 -0.06576 43.43891
H 21.92302 -1.44612 41.83647
H 20.61037 2.95133 36.71534
H 15.17275 -4.19014 31.01850
H 27.19842 -5.02371 39.95735
H 20.43238 2.79340 38.24020
H 24.01269 -4.28966 31.74966
H 15.56548 -2.04022 29.74741
H 21.80423 -5.53649 35.94141
C 22.80174 -5.62943 35.57550
C 15.52475 2.92157 37.72972
C 26.15375 -4.02592 41.65263
H 23.16701 -1.73083 35.86473
H 16.17875 -0.26546 33.63715
C 18.30450 -5.05747 32.35100
C 20.01917 6.12645 37.79025
O 24.65985 -5.27666 38.78280
H 26.94971 -3.53359 42.31947
H 18.19417 -1.36241 36.86737
S 16.19075 1.27831 37.16883
H 22.48531 -3.69725 31.11273
H 23.72636 -5.76735 36.09454
C 14.30132 1.23309 38.91334
H 18.57201 -0.37250 35.44541
F 15.90443 -2.33638 35.00513
C 23.21784 -4.66931 34.51289
H 23.18430 -2.93292 40.31240
C 18.78692 -1.21582 36.01096
H 18.70259 -2.10040 35.37435
N 21.11873 -2.14780 36.33572
H 17.83954 -5.19779 35.24853
H 21.01685 1.09657 43.15275
C 22.99007 -3.71927 32.12678
H 20.19893 -1.00152 42.27964
O 16.04085 1.07397 35.73525
C 21.18309 -0.65693 41.85414
O 18.74240 4.39813 39.17668
C 18.80139 -4.13458 31.17253
H 21.10895 5.52667 36.00356
O 22.14963 2.60262 41.50752
C 15.70788 -2.25848 33.66443
C 24.01828 -3.68413 40.67357
C 18.67611 -5.73140 34.84716
H 22.67023 4.28031 37.37002
H 27.39279 -3.28795 39.82300
H 20.56952 -3.01916 36.67485
C 15.23837 -3.33077 31.60704
H 18.68335 -4.77500 30.12391
C 21.80411 0.44782 42.63856
H 15.46430 3.39635 36.82753
C 21.09478 -0.09742 40.41079
H 23.44921 -4.58317 40.84182
H 19.86269 -3.90226 31.21745
O 24.14523 -4.01528 34.69898
H 23.25910 -2.68773 32.45410
H 20.93711 -2.42616 35.39713
C 14.30537 2.61152 38.26662
C 21.30027 5.83340 37.16730
C 15.40499 -3.40103 32.94873
H 19.58408 7.00364 37.24580
H 17.92650 -3.40554 30.94874
H 21.76586 4.75966 38.77871
O 20.43792 0.12848 37.16082
H 22.73409 -1.57566 37.72808
H 15.12186 -0.65843 38.15292
```

Below is a cluster of 5 separate species, CH12N2O4 in total in a non-equilibrium geometry, with properties calculated with ωB97M-V/def2-TZVPD.

## Properties
HOMO-LUMO gap (eV): 10.343
ΔE to the lowest compared entry with this formula, charge and spin (kJ/mol): 125.0
Lowest unoccupied orbital energy (eV): 0.62
Highest occupied orbital energy (eV): -9.72
E (hartree): -455.74843
Structure (SMILES): [H]/N=C/N.O.O.O.O
Net charge: 0

Geometry as XYZ:
```
19
CH12N2O4 (ωB97M-V/def2-TZVPD)
H -0.60051 -2.24140 1.37346
H -1.36265 -1.84136 -1.40031
H 0.31142 -1.20846 0.46102
H 1.91786 2.04772 -0.80510
N -0.57342 -1.31565 0.95086
O -1.00499 -2.73279 -1.29684
O 3.18827 -0.32042 1.68840
H -1.34654 -0.52532 2.79625
H -0.22264 1.29792 2.62466
O -2.32422 2.50243 -3.69138
H 1.21067 1.50049 0.45238
H -3.03702 1.85604 -3.61914
H 2.44073 0.05317 1.20941
H -1.86700 2.22976 -4.49434
N -0.14251 0.78677 1.74790
C -0.66029 -0.38877 1.95272
O 1.48275 1.26697 -0.44924
H 3.11036 -0.07498 2.61245
H -0.52027 -2.89211 -2.11315
```

Below is a cluster of 16 separate species, C53H74O48 in total in a non-equilibrium geometry, with properties calculated with ωB97M-V/def2-TZVPD.

## Properties
HOMO-LUMO gap (eV): 9.301
ΔE to the lowest compared entry with this formula, charge and spin (kJ/mol): 0.0
Lowest unoccupied orbital energy (eV): -0.05
Highest occupied orbital energy (eV): -9.36
E (hartree): -5675.46411
Net charge: 0

Geometry as XYZ:
```
175
C53H74O48 (ωB97M-V/def2-TZVPD)
H -7.46361 5.55494 -2.06672
C 5.09044 -3.35625 6.84629
O -1.88925 2.67884 -2.97963
H 2.10110 5.13263 2.96817
H -2.31895 -3.79612 0.97962
H -0.81229 -6.61240 -4.50889
C 5.46492 2.45459 3.29554
C -0.66080 -1.90517 3.37162
O 5.42632 -2.72328 -1.75282
C 2.91388 -2.07557 -4.78037
H -0.64943 5.02648 -0.42533
H 0.50429 -3.20375 5.69926
H -2.16273 -5.33869 2.66031
H 5.57452 4.40896 -2.70100
O 5.99753 -4.33164 -0.38925
O -0.26015 -5.95383 2.12846
H 4.13551 0.68544 2.99311
C 1.56283 0.04764 0.49374
H 4.83301 -1.61445 -0.12537
C -2.51754 -5.89012 -3.36742
O 6.42226 -3.66441 4.92976
O 1.65910 -5.03847 1.34965
C 0.66492 -4.69882 -3.16633
H -5.25592 1.20432 -2.90314
H 5.19395 -2.43922 7.42633
O 6.24908 2.44401 -2.79406
H 1.55462 4.05227 4.81424
C 0.47711 -5.12210 1.36030
O 2.17714 -1.84373 -5.93324
H -6.19203 -0.17902 0.76146
H -7.41869 5.19222 -0.29133
C -5.41020 0.03469 -4.66864
O -4.95117 2.65544 -6.95403
O -1.66690 5.06719 2.12713
O 5.57825 0.39085 -2.10090
C -2.27949 0.93544 5.54255
H -2.64608 -6.91997 -3.03427
H -3.43583 2.96159 3.53048
H -1.41961 -0.10959 0.71257
O -3.25557 0.21514 5.08281
H 0.78522 1.59653 4.79127
O -4.42433 2.78709 1.17040
C -4.19079 -2.44975 -2.20096
O 5.30753 2.13617 -0.86414
C 2.12252 -1.23356 -3.73411
C -1.70617 -4.66602 0.74331
C 4.81353 -3.79600 0.14812
O 0.47535 -0.50977 -6.52841
O -3.93511 -1.68352 -1.11460
C -5.21080 1.86541 -5.97789
C -5.03623 -1.73398 -0.19424
C -0.57729 0.05255 0.04003
C 0.70327 -3.22504 4.62778
O -0.73213 5.68154 -2.32972
H -2.46879 3.49730 -4.82564
O -5.45425 2.23851 -4.66431
O -2.13490 2.07713 4.81796
H -5.93344 -3.62266 -0.30892
O -0.61141 -3.00327 4.13984
O -2.75460 0.83480 -1.98693
H 6.32959 0.37869 2.05602
H -0.74073 3.71109 -4.27815
O 2.64232 0.26610 1.02065
H 0.49738 6.32197 -0.84364
C 1.05767 3.61307 3.94923
H -1.73599 -3.90693 -4.85495
H -6.87429 1.20319 -3.57213
H -2.09084 -6.70525 1.44279
C -1.11043 -5.69698 -3.99780
O -3.85773 4.18341 -0.58319
C -5.99515 -2.68064 -0.85379
H 2.21115 1.69933 3.96345
C -2.17900 1.39572 -2.91652
O 1.55942 -4.32604 -2.43654
C -1.63490 6.86467 -0.54624
C -1.66083 -5.76672 1.79257
C -5.56741 -0.27265 -0.12690
C -2.90527 2.02949 3.72490
H 6.41782 2.82407 3.67443
H -0.90639 0.62474 -0.82738
C -3.81887 0.85659 3.98130
H 2.33001 -2.28878 3.49536
H -0.34230 -2.01525 0.12352
O -5.39736 -2.96315 -2.07056
O 0.44918 0.72608 0.69174
H 7.23431 -3.32210 6.88397
H -1.70444 1.52289 -5.92715
O -5.52709 0.61173 -6.03764
O 0.49796 4.54992 1.79536
H -1.33056 7.77778 -0.03467
O -1.79956 0.80554 -4.02809
H -4.45320 -0.44471 -4.46269
H -4.10217 5.02671 -2.49456
C 5.05808 0.98610 3.48964
C 5.82124 3.44123 -0.77287
H -4.77739 5.99787 -1.18498
C -5.81738 1.17184 -3.83684
C 4.61356 -2.54614 -0.64680
H 4.08834 -4.58060 -0.06780
C 1.24535 -0.90751 -5.71734
O 6.75150 -0.02732 6.31180
C -0.85603 -4.54792 -4.90876
C -7.18100 4.83915 -1.29480
C 6.28548 0.11632 5.18891
C 1.51317 -2.02985 4.16902
C 6.27237 3.73279 -2.20715
H 2.85245 -0.67541 -3.14780
H -4.77962 0.47253 -0.23728
C 6.45294 -3.88438 6.37270
O 1.32868 -0.97801 -0.34969
O 5.10792 0.76208 4.85271
H -6.23193 -0.06560 -0.96573
C 1.17891 2.03831 3.87587
O -3.45903 -2.63655 -3.18995
C -4.62504 3.32163 0.04445
H -2.23711 6.24806 0.12102
H -6.18907 -0.72558 -4.60989
H 4.84562 3.21094 3.77773
H -7.92610 4.04397 -1.31948
H -0.68760 -4.98181 -5.89440
H 1.74109 -1.41003 5.03619
H 5.54939 2.60647 2.21949
H -2.05392 -4.97690 -0.24185
H 5.29678 -0.96754 2.80506
C -0.51928 5.95423 -0.98249
O -0.35723 4.09804 3.79701
H 3.60650 -2.54308 -1.06386
O -2.25317 7.15992 -1.82740
H 1.42024 -1.87218 -3.19832
C 0.01223 -1.19428 -0.49973
H 6.71264 3.43810 -0.14559
H 6.54094 -4.94694 6.59925
O -1.63803 -1.42896 2.67463
C 5.63373 1.63107 -1.97597
O 7.25733 -3.88879 -2.24794
C -1.60262 3.04680 -4.34096
H 2.34393 3.54114 2.19863
H 4.84027 -3.65555 1.22871
H -3.33850 -5.57314 -4.01058
H -5.98521 3.72302 -2.63978
C 5.92715 -0.09081 2.95363
H -0.21045 1.61671 -5.05945
O 6.75850 -0.36187 4.08866
O 0.31225 -4.05486 -4.23414
O -5.71748 2.99438 -0.71934
H 1.04210 -4.18046 4.22721
C 1.60895 4.22080 2.62987
O 4.63090 -3.13883 3.44063
H -6.99048 -2.23683 -0.83264
H 0.63878 1.79851 2.95998
C 6.29352 -3.60509 -1.47428
H 4.97484 4.04150 -0.43910
C 5.10109 -3.24487 4.57630
H -3.95002 0.20622 3.11647
H -4.80702 -2.12418 0.79738
H 4.68773 -4.11418 7.51819
O 1.44552 -0.40897 -4.54936
H -2.33344 1.77390 2.83283
O -0.28857 -5.61137 -2.89217
C -0.63646 4.48847 2.54063
H -0.28776 -1.38089 -1.53089
O 4.33203 -3.21541 5.62410
O -1.91643 6.73846 -4.03323
C -4.61943 4.97821 -1.53633
H -2.68149 -5.23169 -2.51437
C -1.28738 1.73872 -4.94350
H 3.05168 -3.08207 -4.38529
H 3.91769 -1.66971 -4.90588
H -4.80717 1.20208 4.28462
C -1.65605 6.50703 -2.86714
O -0.28908 -4.39290 0.55308
C -5.87169 4.12448 -1.63278
O -1.48529 0.59579 6.39851
O 0.53594 -1.34422 3.36684
H 7.27757 4.15329 -2.17801
```

Below is the molecule C5H12O in a non-equilibrium geometry, with properties calculated with ωB97M-V/def2-TZVPD.

## Properties
HOMO-LUMO gap (eV): 9.130
ΔE to the lowest compared entry with this formula, charge and spin (kJ/mol): 339.7
Lowest unoccupied orbital energy (eV): 0.95
Highest occupied orbital energy (eV): -8.18
E (hartree): -272.81929
Structure (SMILES): COC(C)(C)C
Net charge: 0

Geometry as XYZ:
```
18
C5H12O (ωB97M-V/def2-TZVPD)
H 2.64606 0.35539 -0.70334
H 1.59618 -1.07369 -0.88840
H -0.83511 0.65739 -2.09408
C 1.88976 -0.26524 -0.20421
C -0.81361 -1.30984 -0.14493
H -1.84976 -1.59350 0.10139
H 0.69364 1.44525 -1.73715
H -0.75625 2.17363 -1.08179
O 0.87560 0.55643 0.23455
H -0.17728 -1.96505 0.47689
C -0.96760 0.43946 1.61775
H 2.29293 -0.67806 0.71549
C -0.34276 1.19819 -1.30491
H -0.85195 1.48049 1.92096
H -1.97235 0.09880 1.90851
C -0.51065 0.19601 0.11094
H -0.65161 -1.57653 -1.18980
H -0.26524 -0.13912 2.26212
```

Which formula does entry 1 have? C31H62FIN3O12S4

Number 1 is which compound? C31H62FIN3O12S4

Which of these has the lowest E? C53H74O48